Entry from the OMol25 dataset: C61H46NO4P3SiTl as an isolated structure in a non-equilibrium geometry (ωB97M-V/def2-TZVPD).

Results
Energy above the lowest of the compared OMol25 structures with the same formula, charge and spin, kJ/mol: 71.0
E_HOMO, eV: -9.89
Total charge: +1
Largest force on an atom, hartree/bohr: 0.0351

Each line ends with the Löwdin charge.
Geometry (Å):
Tl1 -0.65 -0.06 -2.47  0.907
C1 0.03 -6.82 -3.32  -0.071
C2 0.96 -5.87 -3.70  -0.070
C3 1.03 -4.67 -3.01  -0.109
C4 0.20 -4.44 -1.91  -0.393
C5 -0.73 -5.40 -1.54  -0.075
C6 -0.82 -6.58 -2.25  -0.068
P1 0.39 -2.83 -1.09  1.131
C7 -1.01 -2.79 0.15  -0.313
C8 -0.86 -3.21 1.63  -0.194
C9 -1.90 -4.15 2.15  -0.018
C10 -3.16 -3.81 2.36  -0.039
C11 -3.65 -2.43 2.05  -0.094
C12 -2.44 -2.60 -0.37  -0.009
C13 1.72 -3.19 0.15  -0.332
C14 2.34 -4.43 0.13  -0.069
C15 3.22 -4.81 1.12  -0.055
C16 3.50 -3.93 2.15  -0.058
C17 2.94 -2.66 2.13  -0.090
C18 2.04 -2.25 1.15  -0.202
Si1 1.35 -0.47 1.21  0.665
C19 0.91 0.34 2.87  -0.227
C20 1.29 -0.17 4.11  -0.083
C21 1.15 0.58 5.26  -0.065
C22 0.62 1.86 5.20  -0.057
C23 0.17 2.35 3.99  -0.068
C24 0.30 1.60 2.82  -0.355
P2 -0.43 2.17 1.23  1.134
C25 -0.30 3.98 1.55  -0.385
C26 0.96 4.50 1.28  -0.120
C27 1.22 5.84 1.47  -0.074
C28 0.22 6.68 1.93  -0.080
C29 -1.04 6.17 2.21  -0.074
C30 -1.31 4.82 2.02  -0.090
C31 -2.19 1.86 1.67  -0.350
C32 -2.60 1.02 2.71  -0.072
C33 -3.94 0.83 2.97  -0.079
C34 -4.91 1.43 2.19  -0.073
C35 -4.52 2.22 1.12  -0.080
C36 -3.17 2.43 0.86  -0.131
C37 2.77 0.68 0.66  -0.222
C38 3.82 0.66 1.57  -0.085
C39 4.92 1.49 1.47  -0.051
C40 4.99 2.40 0.43  -0.053
C41 3.97 2.44 -0.50  -0.071
C42 2.87 1.59 -0.40  -0.373
P3 1.58 1.64 -1.70  0.996
C43 1.91 3.26 -2.49  -0.375
C44 1.08 4.32 -2.14  -0.093
C45 1.31 5.58 -2.66  -0.067
C46 2.35 5.80 -3.55  -0.069
C47 3.17 4.74 -3.92  -0.065
C48 2.96 3.48 -3.39  -0.109
C49 2.36 0.53 -2.95  -0.449
C50 3.26 -0.48 -2.64  -0.078
C51 3.75 -1.30 -3.65  -0.074
C52 3.34 -1.13 -4.96  -0.075
C53 2.43 -0.13 -5.27  -0.068
C54 1.93 0.68 -4.27  -0.185
H1 -0.04 -7.75 -3.86  0.108
H2 1.62 -6.05 -4.53  0.109
H3 1.75 -3.91 -3.30  0.100
H4 -1.39 -5.22 -0.70  0.101
H5 -1.55 -7.33 -1.96  0.108
H6 0.13 -3.59 1.89  0.139
H7 -1.55 -5.16 2.31  0.115
H8 -3.87 -4.51 2.76  0.111
H9 -3.11 -1.70 2.65  0.109
H10 -2.73 -2.93 -1.35  0.157
H11 2.12 -5.13 -0.67  0.098
H12 3.67 -5.79 1.11  0.112
H13 4.17 -4.22 2.95  0.112
H14 3.20 -1.98 2.92  0.080
H15 1.70 -1.16 4.17  0.092
H16 1.46 0.17 6.21  0.108
H17 0.54 2.46 6.09  0.109
H18 -0.28 3.33 3.94  0.107
H19 1.73 3.84 0.91  0.089
H20 2.20 6.24 1.25  0.108
H21 0.41 7.73 2.06  0.104
H22 -1.81 6.82 2.58  0.106
H23 -2.29 4.44 2.23  0.100
H24 -1.86 0.53 3.33  0.107
H25 -4.24 0.22 3.81  0.111
H26 -5.95 1.29 2.41  0.107
H27 -5.27 2.68 0.49  0.109
H28 -2.87 3.06 0.04  0.113
H29 3.78 -0.03 2.39  0.086
H30 5.72 1.43 2.20  0.112
H31 5.84 3.06 0.33  0.111
H32 4.03 3.15 -1.32  0.094
H33 0.27 4.14 -1.45  0.092
H34 0.67 6.40 -2.37  0.109
H35 2.52 6.78 -3.96  0.108
H36 3.98 4.90 -4.62  0.109
H37 3.60 2.66 -3.68  0.113
H38 3.59 -0.62 -1.63  0.104
H39 4.47 -2.07 -3.40  0.109
H40 3.73 -1.76 -5.74  0.107
H41 2.12 0.02 -6.30  0.112
H42 1.24 1.47 -4.52  0.104
O1 -5.08 1.56 -2.58  0.149
C55 -3.85 1.18 -2.28  -0.492
O2 -2.86 1.67 -2.78  0.002
C56 -3.78 0.07 -1.31  -0.209
C57 -4.88 -0.78 -1.02  0.033
C58 -4.76 -1.73 -0.07  0.041
C59 -3.49 -2.07 0.58  -0.213
C60 -2.39 -1.11 0.07  -0.250
N1 -2.63 -0.03 -0.70  0.126
C61 -1.02 -1.35 0.70  -0.510
O3 -0.94 -1.81 2.04  0.018
O4 -0.06 -0.47 0.29  -0.265
H43 -5.08 2.29 -3.22  0.153
H44 -5.83 -0.54 -1.47  0.123
H45 -5.64 -2.24 0.29  0.130
H46 -4.71 -2.34 2.30  0.121



Entry from the OMol25 dataset: C61H51FeN5P2SSi as an isolated structure in a non-equilibrium geometry (ωB97M-V/def2-TZVPD).

Results
Energy above the lowest of the compared OMol25 structures with the same formula, charge and spin, kJ/mol: 273.6
E_HOMO (spin up / spin down), eV: -9.36 / -9.87
Spin multiplicity: 2
Total charge: +1
Largest force on an atom, hartree/bohr: 0.0303

Each line ends with the Löwdin spin population.
Geometry (Å):
Fe1 -0.23 0.33 0.02  0.950
C1 -0.69 2.32 3.13  0.011
Si1 -1.21 2.01 1.34  0.024
C2 -1.32 3.64 0.41  0.004
C3 -1.39 4.95 0.89  0.001
C4 -1.74 5.99 0.03  0.000
C5 -2.05 5.73 -1.30  0.001
C6 -1.98 4.44 -1.79  -0.001
C7 -1.60 3.40 -0.94  -0.002
P1 -1.37 1.67 -1.49  -0.022
C8 -3.05 1.14 -2.01  -0.002
C9 -4.14 1.94 -1.67  -0.001
C10 -5.44 1.55 -1.97  0.000
C11 -5.67 0.36 -2.63  -0.001
C12 -4.59 -0.45 -2.97  0.000
C13 -3.30 -0.07 -2.66  -0.001
C14 -0.40 1.93 -3.03  -0.003
C15 0.50 2.99 -3.10  -0.001
C16 1.28 3.17 -4.23  0.000
C17 1.17 2.30 -5.31  -0.001
C18 0.28 1.24 -5.24  0.000
C19 -0.50 1.05 -4.11  -0.001
C20 -3.05 1.53 1.48  -0.002
C21 -4.10 2.43 1.68  0.000
C22 -5.39 1.97 1.90  0.000
C23 -5.66 0.61 1.96  0.000
C24 -4.63 -0.31 1.78  0.000
C25 -3.35 0.16 1.51  -0.002
P2 -1.89 -0.86 1.25  -0.016
C26 -2.16 -2.22 0.08  0.000
C27 -3.31 -2.59 -0.50  -0.001
C28 -3.28 -3.44 -1.69  0.001
C29 -2.14 -3.70 -2.34  0.001
C30 -0.82 -3.12 -1.91  0.002
C31 -0.81 -2.60 -0.46  0.006
C32 -1.61 -1.66 2.87  -0.003
C33 -1.94 -0.96 4.03  -0.001
C34 -1.73 -1.52 5.28  0.000
C35 -1.19 -2.80 5.39  -0.001
C36 -0.87 -3.50 4.24  0.000
C37 -1.06 -2.94 2.99  -0.001
H1 -1.53 2.78 3.65  0.002
H2 0.16 3.00 3.21  0.000
H3 -0.44 1.40 3.67  0.000
H4 -1.18 5.17 1.93  0.000
H5 -1.78 7.01 0.40  0.000
H6 -2.33 6.54 -1.96  0.000
H7 -2.21 4.24 -2.83  0.000
H8 -3.99 2.88 -1.15  0.000
H9 -6.26 2.19 -1.69  0.000
H10 -6.68 0.06 -2.88  0.000
H11 -4.76 -1.39 -3.48  0.000
H12 -2.49 -0.76 -2.88  0.000
H13 0.59 3.68 -2.27  0.000
H14 1.97 4.01 -4.27  0.000
H15 1.77 2.46 -6.19  0.000
H16 0.19 0.56 -6.07  0.000
H17 -1.17 0.21 -4.07  0.000
H18 -3.91 3.49 1.66  0.000
H19 -6.20 2.68 2.04  0.000
H20 -6.67 0.26 2.15  0.000
H21 -4.83 -1.37 1.85  0.000
H22 -4.26 -2.18 -0.18  0.000
H23 -4.22 -3.81 -2.08  0.000
H24 -2.17 -4.32 -3.23  0.000
H25 0.02 -3.75 -2.19  0.000
H26 -0.08 -2.92 0.28  0.000
H27 -2.39 0.03 3.96  0.000
H28 -2.01 -0.97 6.17  0.000
H29 -1.05 -3.24 6.36  0.000
H30 -0.47 -4.51 4.31  0.000
H31 -0.83 -3.52 2.11  0.000
N1 1.09 -0.46 1.39  0.028
S1 2.67 -0.68 1.29  0.005
C38 3.11 -2.08 2.30  0.001
C39 2.60 -2.25 3.58  0.000
C40 3.01 -3.33 4.33  0.000
C41 3.93 -4.23 3.81  0.000
C42 4.45 -4.06 2.53  0.000
C43 4.03 -2.97 1.77  0.000
C44 3.54 0.58 2.22  0.003
C45 4.92 0.63 2.13  0.000
C46 5.60 1.62 2.83  0.000
C47 4.90 2.55 3.59  0.000
C48 3.51 2.49 3.66  0.000
C49 2.83 1.50 2.97  0.000
H32 0.76 -0.59 2.35  0.001
H33 1.89 -1.54 3.99  0.000
H34 2.62 -3.47 5.33  0.000
H35 4.26 -5.08 4.40  0.000
H36 5.16 -4.76 2.13  0.000
H37 4.42 -2.82 0.77  0.000
H38 5.47 -0.09 1.54  0.000
H39 6.68 1.67 2.77  0.000
H40 5.43 3.32 4.13  0.000
H41 2.97 3.21 4.26  0.000
H42 1.75 1.44 3.00  0.000
N2 -0.65 -1.72 -2.39  0.009
C50 -0.63 -1.25 -1.17  0.007
C51 3.41 2.26 -1.01  0.001
C52 2.20 1.86 -0.48  0.006
N3 1.48 0.85 -0.99  0.000
C53 1.94 0.22 -2.07  0.000
C54 3.16 0.54 -2.66  0.000
C55 3.89 1.59 -2.12  0.000
C56 3.62 -0.17 -3.86  0.000
C57 3.51 -1.47 -4.16  0.000
C58 2.98 -2.57 -3.34  0.000
C59 2.83 -3.83 -3.92  0.000
C60 2.34 -4.84 -3.11  0.000
N4 2.02 -4.65 -1.83  0.000
C61 2.21 -3.41 -1.38  0.000
N5 2.67 -2.37 -2.05  0.000
H43 3.95 3.08 -0.56  0.000
H44 1.78 2.35 0.39  0.003
H45 1.31 -0.55 -2.48  0.000
H46 4.83 1.88 -2.57  0.000
H47 4.09 0.46 -4.61  0.000
H48 3.88 -1.78 -5.13  0.000
H49 3.08 -4.01 -4.95  0.000
H50 2.19 -5.85 -3.50  0.000
H51 1.95 -3.24 -0.34  0.000